This record from OMol25 describes C16H31HgNP2S as an isolated structure at a distorted geometry. The level of theory is ωB97M-V with the def2-TZVPD basis set.

Structure (XYZ):
```
52
Properties=species:S:1:pos:R:3:forces:R:3:mulliken_charge:R:1
P 0.148599 -1.355836 -2.667843 -0.19 -0.33 -0.58 0.83
P 0.059304 1.759726 -2.564051 0.07 0.35 -0.49 0.77
C -0.222982 -0.463286 -4.273455 0.03 -0.18 0.29 -1.10
C 0.304472 0.972203 -4.247777 0.01 0.11 0.34 -1.09
H -1.315875 -0.484846 -4.402979 0.26 0.08 -0.01 0.43
H 0.235401 -1.039214 -5.090218 -0.29 0.12 0.06 0.47
H 1.384156 1.004175 -4.459750 -0.27 -0.07 0.02 0.43
H -0.214093 1.597224 -4.988911 0.30 -0.11 0.05 0.48
C -1.547980 2.581480 -2.927878 -0.02 0.00 0.18 -1.41
H -1.760254 3.291799 -2.120085 -0.12 -0.10 -0.19 0.37
H -2.344440 1.828665 -2.959373 0.06 0.21 0.00 0.33
H -1.496499 3.112709 -3.887166 -0.12 -0.06 0.21 0.43
C 1.161833 3.201795 -2.814264 -0.01 0.12 0.04 -1.40
H 0.928490 3.725282 -3.749336 0.14 0.01 0.15 0.38
H 2.198869 2.848222 -2.831628 -0.13 0.18 0.01 0.36
H 1.030456 3.880542 -1.964167 0.14 0.01 -0.20 0.39
C -0.965574 -2.787021 -2.926511 0.02 -0.13 0.01 -1.41
H -0.770205 -3.517508 -2.133249 -0.15 0.02 -0.18 0.39
H -0.797756 -3.248122 -3.907520 -0.14 -0.03 0.16 0.39
H -2.002671 -2.442066 -2.847658 0.13 -0.18 -0.01 0.36
C 1.724454 -2.143323 -3.200302 0.05 -0.01 0.18 -1.43
H 2.515911 -1.385974 -3.240306 -0.05 -0.21 -0.01 0.34
H 1.602555 -2.611018 -4.185939 0.13 0.04 0.20 0.42
H 1.995101 -2.903751 -2.458347 0.11 0.12 -0.19 0.37
Hg 0.499705 0.383985 4.685965 -0.65 -0.52 1.08 0.81
C 0.582842 1.323154 2.504348 -0.98 1.25 -1.79 -1.40
C -0.772329 1.393176 2.240161 1.74 0.16 1.15 -0.09
C -1.457364 0.709769 1.127606 -0.95 -0.22 -0.88 0.18
C -1.888888 -0.761605 1.387796 -0.29 0.06 -0.12 -0.79
C -0.844504 -1.708192 1.907314 0.48 -0.27 0.03 -0.49
C 0.478069 -1.616183 1.719851 -0.26 -0.32 0.31 -0.47
C 1.177050 -0.611156 0.850215 0.28 0.02 -0.49 0.72
C 1.569994 0.730476 1.511195 0.23 -0.39 0.16 -0.49
C 0.218681 -1.610873 5.401212 0.27 -0.41 -0.07 -1.30
H 1.035632 2.144948 3.084877 -0.38 -0.19 0.25 0.86
H -1.406164 2.013007 2.884420 0.33 -0.15 -0.04 0.42
H -0.885995 0.767634 0.188383 -0.05 0.08 0.43 -0.62
H -2.392724 1.273779 0.951091 0.35 -0.26 -0.06 0.51
H -2.735943 -0.741823 2.092461 0.28 -0.09 -0.13 0.42
H -2.298723 -1.177396 0.448021 0.08 0.28 0.25 0.31
H -1.258179 -2.562753 2.460429 0.34 0.40 -0.03 0.49
H 1.155727 -2.337822 2.200597 -0.55 0.14 -0.14 0.39
H 0.602105 -0.441116 -0.074463 0.30 -0.04 0.44 -1.04
H 2.120487 -1.083566 0.528576 -0.30 0.20 -0.06 0.58
H 2.544428 0.593976 2.003118 -0.27 0.12 0.03 0.33
H 1.750091 1.464051 0.702251 -0.14 -0.16 0.36 0.22
H 0.955772 -1.802201 6.192290 -0.33 -0.02 -0.30 0.39
H 0.322516 -2.295196 4.552088 0.01 0.10 0.39 0.27
H -0.797676 -1.652851 5.818374 0.38 0.11 -0.13 0.35
S -0.081064 1.872514 6.861920 0.09 0.84 -0.94 -0.47
C -0.037523 0.612961 7.932402 0.16 -3.04 2.15 0.33
N -0.007293 -0.302549 8.686206 -0.08 2.37 -1.90 -0.51
```
Forces are in eV/Å.

Properties
HOMO in eV: -7.91
Charge: 0
2S+1: 1
Energy above the lowest of the compared OMol25 structures with the same formula, charge and spin in kcal per mole: 0.0
HOMO-LUMO gap in eV: 7.129